(1)
80
Properties=species:S:1:pos:R:3:mulliken_charge:R:1 method="wB97M-V/def2-TZVPD" smiles=BrCCBr.BrCCBr.BrCCBr.BrCCBr.BrCCBr.BrCCBr.BrCCBr.BrCCBr.BrCCBr.BrCCBr relative_energy_kj_mol=258.9 orbital_gap_ev=9.82
Br -6.33332 16.76783 -13.28217 -0.217
C -8.00524 17.91152 -13.31184 -0.045
C -7.65516 19.12375 -14.19957 -0.708
Br -8.98322 20.58387 -14.17317 -0.181
H -8.31760 18.22750 -12.31649 -0.142
H -8.72387 17.23412 -13.77313 0.455
H -7.53184 18.82244 -15.23982 0.426
H -6.76605 19.67866 -13.90016 0.382
Br -4.75980 18.41423 -9.27960 -0.178
C -6.55643 17.52782 -9.74401 -0.487
C -7.28429 16.84317 -8.59827 0.044
Br -8.58270 15.60368 -9.40010 -0.134
H -6.39633 16.92904 -10.64063 0.179
H -7.12693 18.39971 -10.06407 0.167
H -7.74662 17.59011 -7.95296 -0.084
H -6.57168 16.27080 -8.00441 0.460
Br -19.10527 17.28890 -6.49051 -0.141
C -18.33110 18.66110 -7.62228 -0.534
C -16.73273 18.53681 -7.62342 -0.625
Br -16.23038 17.15690 -9.00140 -0.065
H -18.68561 19.60325 -7.20423 0.367
H -18.80821 18.55923 -8.59701 0.321
H -16.34483 18.23691 -6.64992 0.390
H -16.20357 19.44974 -7.89663 0.324
Br -12.39171 20.51180 -8.41337 -0.107
C -10.47685 20.06446 -8.11446 -0.021
C -9.54863 21.25242 -7.95591 -0.688
Br -7.72431 20.76185 -7.28812 -0.180
H -10.08009 19.61344 -9.02400 -0.074
H -10.34072 19.48636 -7.20048 0.221
H -9.91656 22.05808 -7.32061 0.455
H -9.52616 21.71444 -8.94289 0.392
Br -14.00665 22.36687 -11.21388 -0.158
C -13.93149 20.57654 -12.17755 -0.367
C -12.74654 20.38319 -13.13873 -0.079
Br -12.65701 21.96319 -14.24217 -0.158
H -14.85616 20.47082 -12.74493 0.423
H -14.00980 19.84848 -11.37015 0.038
H -12.82997 19.58018 -13.87106 0.245
H -11.80942 20.16701 -12.62573 0.008
Br -10.78538 17.75291 -11.17033 0.050
C -11.87135 16.10681 -10.88909 0.165
C -12.95310 16.33744 -9.82921 0.422
Br -12.28658 16.35079 -8.00007 -0.074
H -11.23916 15.28648 -10.54923 0.255
H -12.28796 15.69048 -11.80626 -0.304
H -13.86209 15.73775 -9.87634 -0.308
H -13.36193 17.34661 -9.87961 -0.100
Br -15.79661 12.22548 -14.23652 -0.177
C -15.58574 14.14981 -14.29870 -0.636
C -14.53873 14.55211 -13.29606 0.124
Br -14.23515 16.44404 -13.41575 -0.130
H -16.58933 14.47674 -14.02663 0.367
H -15.35252 14.57482 -15.27496 0.433
H -13.55899 14.12478 -13.50957 -0.045
H -14.88607 14.28530 -12.29793 -0.044
Br -13.49486 12.64183 -7.00210 -0.123
C -14.99466 13.82805 -6.81595 -0.294
C -16.11657 13.25290 -7.74592 -0.703
Br -15.63469 13.37678 -9.64027 -0.086
H -14.62238 14.84281 -6.95662 0.045
H -15.31334 13.64991 -5.78891 0.390
H -17.12878 13.64807 -7.66005 0.386
H -16.11488 12.18292 -7.53798 0.430
Br -7.66336 17.65537 -5.07928 -0.161
C -8.66832 15.85082 -5.19502 -0.626
C -10.14537 16.05248 -5.49156 -0.052
Br -11.11906 16.62420 -3.83064 -0.150
H -8.60127 15.39723 -4.20615 0.493
H -8.19236 15.17259 -5.90325 0.328
H -10.75458 15.16616 -5.66877 0.379
H -10.17536 16.75970 -6.32044 -0.289
Br -11.04989 13.34068 -12.86043 -0.111
C -9.35391 12.67798 -13.66328 -0.483
C -8.25374 13.44438 -13.00159 -0.161
Br -6.50952 12.56925 -13.43939 -0.163
H -9.38304 12.72600 -14.75184 0.433
H -9.35433 11.62642 -13.37640 0.382
H -8.31321 13.30250 -11.92249 0.245
H -8.18348 14.53119 -13.04639 -0.031


(2)
80
Properties=species:S:1:pos:R:3:mulliken_charge:R:1 method="wB97M-V/def2-TZVPD" smiles=BrCCBr.BrCCBr.BrCCBr.BrCCBr.BrCCBr.BrCCBr.BrCCBr.BrCCBr.BrCCBr.BrCCBr relative_energy_kj_mol=439.2 orbital_gap_ev=9.81
Br 3.40669 12.45314 1.19134 -0.139
C 2.93303 13.95754 2.49272 -0.538
C 4.11780 14.95009 2.28199 -0.538
Br 3.93708 15.76912 0.52643 -0.098
H 2.82106 13.41098 3.42911 0.329
H 1.93225 14.26085 2.18524 0.326
H 5.08740 14.45526 2.22612 0.330
H 4.23259 15.76126 3.00095 0.328
Br 10.73181 22.20517 7.30293 -0.136
C 11.04795 23.45652 5.80401 -0.494
C 9.87777 23.20740 4.89696 -0.685
Br 9.99138 21.44102 3.94778 -0.119
H 11.98080 23.11737 5.35360 0.355
H 11.13724 24.52088 6.02141 0.347
H 9.89501 23.90020 4.05564 0.339
H 8.89508 23.27306 5.36399 0.394
Br 2.83593 16.65523 18.76128 -0.164
C 2.96043 16.18080 20.67315 -0.485
C 4.33437 15.41315 20.68059 -0.681
Br 4.76518 14.81999 22.54299 -0.184
H 2.13248 15.50764 20.89554 0.351
H 2.89470 17.01604 21.37040 0.388
H 5.15616 16.10215 20.48553 0.368
H 4.45245 14.52283 20.06294 0.407
Br 2.66293 31.47669 9.60370 -0.169
C 4.14043 30.42589 10.50229 -0.549
C 3.79332 30.23475 11.97724 -0.626
Br 5.40557 29.56754 13.01448 -0.168
H 5.06120 30.97833 10.31495 0.366
H 4.33633 29.47155 10.01347 0.380
H 3.08983 29.40627 12.05975 0.352
H 3.26263 31.04696 12.47402 0.415
Br 0.09106 23.69278 1.43446 -0.172
C -0.55375 24.94595 2.79133 -0.503
C -0.36863 24.17583 4.15882 -0.774
Br -0.97806 25.36773 5.60197 -0.174
H -1.60319 25.22080 2.68534 0.384
H 0.07426 25.83580 2.83454 0.373
H 0.60785 23.71481 4.30729 0.444
H -0.84788 23.19696 4.17411 0.422
Br -4.04066 24.12148 16.33897 -0.159
C -5.40980 23.47385 17.59155 -0.512
C -5.67696 24.64859 18.59005 -0.569
Br -6.26003 24.01521 20.33580 -0.159
H -4.94734 22.64763 18.13154 0.342
H -6.27695 23.08302 17.05920 0.358
H -6.43550 25.32745 18.20034 0.347
H -4.69081 25.05085 18.82196 0.353
Br 4.47518 22.79550 10.70967 -0.119
C 3.03293 21.96553 11.77356 -0.514
C 3.01789 20.42815 11.42613 -0.637
Br 2.91312 20.20983 9.41226 -0.132
H 2.10229 22.48366 11.54216 0.336
H 3.29784 22.09544 12.82287 0.334
H 2.20090 19.84811 11.85529 0.377
H 3.87693 19.86585 11.79213 0.354
Br 6.49499 26.51890 22.85204 -0.152
C 5.77514 25.29143 21.42617 -0.547
C 6.90237 24.97773 20.37997 -0.618
Br 6.53526 23.50891 19.08816 -0.158
H 4.92497 25.66570 20.85588 0.369
H 5.38814 24.40722 21.93264 0.373
H 7.83450 24.68148 20.86109 0.376
H 7.06072 25.87993 19.78916 0.358
Br -4.12272 17.27726 11.79833 -0.160
C -4.48113 16.08498 10.25313 -0.676
C -5.96161 15.62875 10.03967 -0.469
Br -6.02522 14.09259 8.82911 -0.146
H -3.96181 15.13553 10.38333 0.358
H -3.94968 16.50354 9.39845 0.388
H -6.57011 16.48208 9.74026 0.360
H -6.27722 15.34158 11.04268 0.345
Br -0.22921 9.67681 9.10712 -0.149
C -0.37485 9.55322 11.12517 -0.636
C 0.89746 9.95996 11.81821 -0.555
Br 1.33714 11.88127 11.51548 -0.112
H -0.68979 8.53366 11.34744 0.382
H -1.18988 10.25210 11.31329 0.351
H 1.76368 9.29925 11.78308 0.392
H 0.70827 9.88305 12.88890 0.327


(3)
65
Properties=species:S:1:pos:R:3:mulliken_charge:R:1 method="wB97M-V/def2-TZVPD" smiles="CNC(=O)[C@H](CC(C)C)NC(C)=O.OCCCCCC1CCCCC1" relative_energy_kj_mol=11.2 orbital_gap_ev=9.99
C -0.40455 -4.15067 2.44519 -1.060
N 0.25080 -2.97228 1.87749 -0.080
C 0.67922 -2.74044 0.62856 -0.138
O 1.09585 -1.61910 0.36988 -0.655
C 0.68806 -3.82212 -0.47965 0.468
C -0.62060 -3.79397 -1.30088 -1.127
C -0.81989 -2.51931 -2.14762 1.424
C -2.19978 -2.54540 -2.80680 -1.751
C 0.22520 -2.39372 -3.25890 -1.512
N 0.92447 -5.19550 -0.00865 0.052
C 1.52138 -6.15062 -0.72282 0.773
C 1.69228 -7.48866 -0.04125 -1.258
O 1.92139 -5.99190 -1.86722 -0.641
H -0.95776 -3.86122 3.34038 0.332
H -1.10920 -4.57898 1.73082 0.358
H 0.34031 -4.89465 2.73107 0.316
H 0.34203 -2.16863 2.48123 0.314
H 1.51494 -3.56800 -1.14345 0.452
H -0.63522 -4.65096 -1.97663 0.504
H -1.46309 -3.89646 -0.61607 0.025
H -0.77204 -1.63797 -1.50997 -0.153
H -2.34520 -1.63454 -3.38780 0.436
H -2.97328 -2.59661 -2.04130 0.430
H -2.28431 -3.40877 -3.46721 0.358
H 1.21195 -2.23001 -2.82951 0.259
H 0.24247 -3.29832 -3.86724 0.400
H -0.00809 -1.53726 -3.89123 0.417
H 0.64816 -5.42235 0.92981 0.061
H 0.71297 -7.90112 0.19299 0.323
H 2.27420 -7.35948 0.86918 0.324
H 2.21928 -8.16265 -0.71658 0.335
O 2.80989 0.72040 -3.15051 -0.596
C 1.85414 0.95452 -2.11328 0.038
C 0.67704 1.73036 -2.70331 -0.824
C -0.41673 2.06450 -1.67633 -0.452
C 0.07519 2.99468 -0.55728 -0.445
C -1.10723 3.52756 0.26786 -1.368
C -0.67403 4.10256 1.63179 0.857
C -1.92237 4.51432 2.43215 -1.017
C -1.55016 5.09259 3.80253 -0.685
C -0.57603 6.26679 3.66680 -0.664
C 0.66512 5.86529 2.86446 -0.771
C 0.28198 5.30190 1.49059 -0.844
H 3.54438 0.17738 -2.81725 0.319
H 2.32571 1.52132 -1.30504 0.392
H 1.50310 0.00283 -1.70322 -0.171
H 0.23297 1.13193 -3.50475 0.302
H 1.04804 2.65766 -3.15054 0.394
H -0.80420 1.13890 -1.23860 0.109
H -1.24140 2.55223 -2.20600 0.428
H 0.75650 2.44211 0.09683 0.398
H 0.62721 3.83498 -0.98996 0.299
H -1.80900 2.70653 0.44851 0.339
H -1.63521 4.29321 -0.30992 0.388
H -0.15554 3.31284 2.18578 0.230
H -2.48998 5.26139 1.86741 0.330
H -2.57048 3.64392 2.57739 0.387
H -1.09259 4.30892 4.41562 0.321
H -2.45732 5.42877 4.31478 0.352
H -0.27447 6.60969 4.66143 0.324
H -1.07894 7.10021 3.16488 0.321
H 1.31294 6.73792 2.73366 0.346
H 1.23055 5.11051 3.42167 0.341
H 1.19606 4.99746 0.97202 0.336
H -0.19712 6.08551 0.89402 0.299


| no. | DFT total energy (eV) |
| --- | --- |
| 1 | -1422238.27213 |
| 2 | -1422236.40411 |
| 3 | -30513.13202 |